[1]
Molecular formula: C40H106Br14O13
Method: DFT, ωB97M-V/def2-TZVPD

Structure (XYZ):
```
173
Properties=species:S:1:pos:R:3:forces:R:3
Br 7.3503 2.2150 -3.6447 0.02 0.21 -0.11
Br -0.8325 -5.7847 -3.5607 -0.09 -0.15 -0.03
Br 3.4327 -0.3331 2.1689 0.25 0.19 0.21
Br -2.8762 -6.5881 1.9202 -0.09 -0.71 0.29
Br 6.7645 2.8256 1.7272 0.00 0.02 0.17
Br 1.1791 -3.1792 2.6775 -0.37 -0.16 -0.20
Br -4.8065 -5.0089 -0.7754 -0.10 0.03 0.09
Br 0.7178 1.7925 0.9527 -0.14 -0.64 -0.21
Br -2.8145 6.8489 5.3928 -0.13 0.33 -0.17
Br -4.2899 -4.7474 -6.3601 -0.69 0.19 -0.33
Br -2.0906 2.8019 3.1178 0.35 0.24 0.37
Br 1.9130 -5.1812 6.8232 -0.21 0.34 -0.19
Br 3.7509 3.9252 -1.1883 0.04 -0.30 -0.21
Br -0.2422 -2.4300 -0.7220 0.21 -0.03 0.10
O 3.0945 3.4948 3.8718 0.26 -0.24 -0.03
O 1.5672 -0.6295 -3.4525 -0.26 -0.91 1.11
O 1.1504 6.9525 2.4567 0.20 -0.21 1.18
O -2.9638 1.8619 -3.9829 0.13 0.03 -1.02
O 6.1836 -0.8649 -0.9145 -1.16 -0.19 -0.09
O -7.0173 3.0013 2.8822 -0.48 -0.42 -0.13
O -1.2719 -2.1536 6.6207 -0.41 -0.81 0.17
O -1.7900 -2.5661 -4.0144 0.45 -0.19 -0.02
O 4.4180 -4.6197 2.4586 0.21 0.02 -0.20
O -2.8118 0.4855 -0.3834 0.23 1.51 -0.53
O -0.2215 1.4452 -3.4152 0.43 -0.62 -0.01
O 3.5234 -5.8224 -0.4487 -0.14 0.45 0.68
O -4.3425 2.8376 -1.1532 0.47 -0.16 -0.75
C 2.8316 -1.8061 -5.1567 0.68 0.65 0.52
C -5.9816 2.5423 2.0290 0.57 0.21 0.63
C 0.2908 -0.1090 0.8240 0.08 -0.42 0.19
C -3.9557 -1.3620 -4.0278 0.36 0.04 -0.74
C -2.8055 4.4886 3.7504 -0.62 1.49 -0.45
C -3.5158 2.4606 -5.1859 0.59 -0.34 0.34
C 0.5899 2.5402 -3.0329 -0.61 0.82 0.42
C 2.2803 -5.1880 -0.7381 -1.22 0.23 0.83
C 0.3837 -0.5858 -0.5835 -0.51 0.54 -0.87
C 1.1942 4.8757 1.1523 -1.08 -0.39 0.34
C -5.3664 1.2837 2.6124 0.31 -0.82 -0.81
C -3.8584 3.9025 -4.9146 -0.05 0.12 -0.61
C 5.2956 3.7821 -2.3707 0.88 0.39 -0.12
C 5.6381 2.3733 -2.7772 -0.93 -0.92 1.35
C 3.9746 -1.7710 -1.3626 0.70 0.88 0.11
C 5.4527 -1.7707 -1.7854 0.01 -0.73 1.04
C 5.8947 -2.9910 3.4037 -0.54 -0.01 -0.55
C 1.9288 -3.7957 4.3310 1.42 -1.36 0.56
C 0.3952 3.7243 -4.0007 0.41 -0.58 -0.13
C -2.9171 -4.8772 -0.3750 0.54 -0.08 -0.38
C -1.3810 -1.7626 5.2662 -0.39 0.18 -0.10
C 0.9823 -4.5810 5.2157 0.96 -0.53 -1.33
C -3.6199 3.5308 -0.1183 -0.40 -0.47 0.59
C 1.9891 -0.6052 -4.7816 0.02 0.41 -0.32
C -3.4272 -0.7532 -0.4082 -1.87 -0.76 -0.69
C -2.6510 -5.6178 -4.2574 -0.46 -0.60 0.12
C 5.3253 -3.5665 2.0959 0.45 -0.28 0.60
C 1.8869 3.4486 4.5906 -0.47 -0.44 0.23
C 1.1341 6.3780 1.1790 -0.29 0.39 -1.21
C -4.9558 -0.6256 -0.7246 0.28 -0.54 0.79
C -2.5885 -5.3186 -5.7523 0.54 -0.43 1.70
C -2.4265 -1.3060 -3.8875 -1.12 -0.38 0.30
C 4.6414 1.0056 1.4623 1.66 -0.06 -0.45
C -2.2483 3.9812 -0.5603 -0.75 0.20 0.39
C -2.5750 -4.8962 1.1072 0.14 0.22 -1.23
C 1.3886 2.0230 4.7949 -0.17 0.38 0.39
C -2.0483 5.1629 4.9148 -0.71 -1.57 -0.39
C 0.9998 -5.9445 -0.2139 1.14 -0.22 -0.91
C -2.6491 -0.9553 5.0434 -0.98 -0.10 0.49
C 5.3623 1.7888 2.5677 -1.65 -0.42 -0.22
H -3.4613 -1.5317 5.5204 0.20 0.14 -0.14
H 1.1575 -0.5636 -5.4909 -0.22 0.19 0.11
H 4.6502 2.4359 3.0835 0.48 0.10 -0.11
H 5.7522 1.0693 3.2771 0.53 0.12 0.05
H -2.9787 4.4863 -4.6377 -0.04 -0.03 -0.16
H 1.2862 1.4203 3.9014 0.49 0.06 -0.36
H -2.2916 -6.2069 -6.2870 0.20 0.06 -0.39
H -6.0553 0.4594 2.4285 -0.30 -0.16 0.44
H -2.4303 -5.6787 -0.9391 -0.11 0.00 0.31
H -3.0466 -1.3962 -1.2022 0.39 -0.12 0.10
H 2.2998 -4.2155 -0.1924 0.19 -0.60 -0.56
H 6.3929 -3.8447 3.8472 0.29 0.12 0.48
H 1.0186 -0.6490 1.4100 0.01 0.19 0.37
H 3.7526 -1.8293 -4.5678 -0.12 -0.05 0.30
H -1.8957 -4.4953 -5.7888 0.19 0.24 -0.76
H 5.7870 -2.8438 -1.6168 0.00 1.23 -0.38
H -2.5716 -3.9463 -0.8359 -0.19 -0.02 0.25
H 0.3004 2.8607 -2.0156 0.40 -0.16 -0.14
H 0.9053 4.5012 0.1561 0.17 0.32 0.21
H -3.6024 2.8851 0.7624 0.52 -0.13 -0.19
H -5.2309 3.3375 1.9782 -0.28 0.01 0.14
H 5.4461 0.4596 0.9413 -0.69 -0.11 -0.01
H 2.1765 -5.0036 -1.8172 0.05 0.10 0.25
H 3.4341 -2.5983 -1.8037 -0.10 -0.16 -0.05
H -1.4320 -2.6844 4.6662 0.21 0.36 0.06
H 5.6898 1.7304 -1.8746 0.03 0.24 -0.61
H -0.9888 5.2627 4.7930 0.44 0.21 -0.39
H 3.2037 -1.5806 -6.1640 -0.44 -0.75 -0.12
H 3.7560 -6.4845 -1.0901 -0.15 -0.36 -0.42
H 1.6305 2.1531 -3.0021 -0.57 0.45 -0.11
H 2.5897 0.2975 -4.8979 0.15 0.21 -0.48
H -2.3404 4.8344 -1.2302 0.17 -0.32 -0.53
H -0.5899 4.2248 -3.9388 0.35 -0.53 0.14
H 2.3075 -2.7511 -4.9876 0.04 0.12 -0.55
H -1.4967 -4.7016 1.1728 -0.43 0.26 0.37
H -1.1624 1.6550 -3.4216 -0.34 0.24 -0.14
H 5.0567 4.3612 -3.2628 0.18 0.26 0.31
H 0.6910 -6.7326 -0.8999 0.03 -0.04 -0.18
H -1.7041 3.1292 -0.9265 0.42 -0.15 -0.53
H 1.9271 1.4773 5.5797 0.10 0.14 -0.34
H -4.2673 -0.3405 -3.7584 -0.13 -0.21 -0.67
H 0.3682 2.1389 5.1270 -0.50 -0.05 0.43
H -1.7040 4.3687 0.2957 0.04 -0.14 0.33
H -3.3829 1.1124 -0.8708 0.44 -0.09 0.23
H 4.1873 -5.1258 1.6625 0.09 0.21 0.10
H -2.2385 4.5149 5.7502 0.22 -0.13 0.62
H 4.8171 -2.8556 1.4698 -0.18 0.53 -0.16
H -3.8301 4.2717 4.0725 0.27 0.06 -0.02
H 1.1680 -6.4367 0.7308 0.26 0.10 0.49
H 1.1467 4.0550 4.0841 -0.47 -0.05 -0.48
H -4.2126 4.3640 0.1839 -0.45 0.99 0.13
H 0.7475 -5.5033 4.6756 -0.52 0.29 0.35
H 1.3952 -0.5843 -0.9747 -0.04 0.04 -0.06
H 0.1696 -3.9424 5.4355 -1.11 0.03 0.78
H -7.5764 2.2221 3.0601 0.20 0.60 0.01
H 3.2921 4.4203 3.7471 0.29 0.40 -0.17
H 6.1704 -3.9760 1.5498 0.10 -0.16 -0.39
H -4.5651 3.9599 -4.1115 -0.44 0.04 0.68
H 6.1363 4.1871 -1.7925 -0.38 0.20 -0.34
H -2.0825 -0.6140 -4.6372 0.44 0.40 -0.19
H -0.7362 -1.5186 7.0751 0.36 0.44 0.43
H -3.5271 2.1745 -3.2875 -0.45 0.21 1.06
H -2.2787 -0.9159 -2.8907 0.64 0.41 0.25
H -3.2137 -4.1981 1.6248 0.26 0.39 0.29
H 0.1598 -5.2736 -0.1129 -0.11 0.37 -0.01
H 4.8691 1.9852 -3.4366 0.11 -0.20 -0.17
H -2.6560 0.0236 5.5779 0.24 -0.52 -0.68
H -4.2522 -1.6647 -5.0635 0.04 0.41 0.87
H -5.5072 -1.5852 -0.6860 0.59 0.24 -0.28
H -3.2159 -6.5125 -3.9537 0.41 0.15 -0.42
H 5.0555 -2.7020 4.0319 0.00 0.08 0.22
H -2.9535 -0.8745 3.9842 0.45 0.30 0.36
H 2.3191 -2.9487 4.8393 0.14 0.91 0.39
H -4.4743 0.9381 2.0742 0.07 0.42 0.00
H 5.6442 -1.4501 -2.8007 -0.14 -0.19 -0.44
H -0.3081 -0.0255 -1.2247 0.36 -0.12 0.05
H 4.0189 -1.8481 -0.2855 -0.27 -0.46 0.37
H 2.7973 -4.4341 4.1022 -0.37 0.40 -0.34
H 0.4576 4.4549 1.8496 0.13 0.01 -0.03
H -0.7021 -0.2890 1.2093 -0.26 0.34 0.19
H 2.1630 4.4564 1.3855 0.33 0.05 0.21
H -0.4926 -1.1879 5.0436 0.30 0.07 -0.70
H -2.8881 5.1691 2.8719 0.26 -0.56 0.55
H 0.8645 0.0135 -3.2484 0.03 0.02 -0.69
H 0.5199 3.2777 -4.9999 -0.05 0.55 0.08
H -5.4694 -0.0183 0.0128 0.05 0.40 0.24
H -5.1029 -0.1633 -1.7046 0.09 -0.14 0.05
H 4.1362 1.6183 0.7139 -0.21 0.02 0.40
H 6.5784 -2.1190 3.3186 -0.40 -0.68 -0.29
H -5.1036 1.3414 3.6742 -0.24 0.25 -0.24
H -4.3990 1.8849 -5.5010 0.23 0.13 0.00
H 1.9821 3.9378 5.5569 0.29 -0.05 0.42
H -4.3695 4.3437 -5.7744 0.27 0.09 -0.05
H 1.1560 4.4907 -3.8253 -0.01 -0.10 -0.11
H -0.8450 -2.4642 -3.7735 -0.76 -0.04 -0.11
H -3.0852 -4.7988 -3.7237 -0.06 0.64 0.22
H 0.8795 7.8777 2.4169 0.12 -0.28 -0.15
H -6.3588 2.3916 1.0056 0.04 -0.18 0.11
H -2.7308 2.3742 -5.9453 -0.23 -0.08 0.09
H 0.2199 6.7357 0.6806 0.19 -0.27 -0.23
H -5.2480 2.6635 -0.8724 0.14 0.12 0.15
H 1.9961 6.6920 0.6018 0.22 0.57 -0.28
H 7.1144 -1.0484 -0.9529 0.59 -0.21 -0.19
H 3.4088 -0.8456 -1.5339 0.43 -0.10 -0.46
H -4.4729 -1.9847 -3.3062 0.22 -0.52 0.10
H -3.1845 -1.1957 0.5473 -0.36 -0.56 0.32
```
Positions in Å, forces in eV/Å.

## Properties
Largest force on an atom = 2.13 eV/Å
Spin multiplicity = 1
E_HOMO = -9.6 eV
Frontier orbital gap = 9.8 eV
Net charge = 0

[2]
Molecular formula: C35H36BrCl2N4O4Ti
Method: DFT, ωB97M-V/def2-TZVPD

Structure (XYZ):
```
83
Properties=species:S:1:pos:R:3:forces:R:3
Br 17.6342 13.7764 11.1433 -0.23 0.14 -0.22
Ti 10.4971 9.9524 9.8618 0.04 -0.17 -0.07
Cl 10.8507 12.1844 12.0348 0.85 -0.09 0.40
Cl 12.8217 9.9504 11.9064 -0.01 0.48 0.47
O 14.1131 10.4949 8.8119 -0.73 0.15 0.03
O 8.2273 7.1360 12.2752 0.16 0.68 0.64
O 7.9151 11.1476 6.6534 0.18 0.22 0.48
O 12.0105 11.1541 9.3763 0.89 0.79 0.08
N 9.4311 11.3043 8.4585 -0.81 -0.46 -0.20
N 8.3589 9.3933 9.6427 -0.80 -1.34 -0.92
N 9.6269 8.9993 11.8538 -0.95 0.05 0.40
N 11.0732 8.5891 9.0947 -0.51 0.90 0.55
C 9.7571 10.3624 15.3492 0.13 -0.38 -0.32
C 8.1165 13.4724 9.7837 0.32 0.40 -0.12
C 15.2416 12.6278 10.1043 0.24 0.66 0.04
C 11.4353 7.5181 8.2607 -0.61 -1.34 -1.03
C 13.3035 11.2933 9.2653 -0.10 -0.20 0.20
C 9.3013 10.0763 14.0468 0.28 0.09 0.07
C 15.0890 15.0160 10.6104 0.03 -0.77 0.03
C 9.2313 13.6974 8.7888 0.61 -0.07 -0.38
C 10.6570 12.7943 6.9794 -0.07 -0.31 1.20
C 6.8047 8.8489 7.8917 0.17 -0.89 0.63
C 8.3889 10.7887 7.7370 1.14 1.39 -0.23
C 11.1513 11.6441 6.1453 0.46 0.01 0.25
C 11.2915 6.9600 13.1819 0.37 -0.10 -0.34
C 11.2823 8.5053 15.1491 -0.09 -0.05 0.37
C 13.8769 12.6140 9.8071 -0.31 -0.20 -0.54
C 12.8063 7.6296 7.6167 0.96 0.32 0.28
C 10.7607 9.5693 15.8877 0.21 0.02 -0.16
C 13.1052 13.7787 9.9145 0.77 -0.27 0.58
C 6.4699 7.6426 8.5484 0.27 1.24 0.52
C 9.8303 12.6080 8.1041 -0.55 0.29 -0.78
C 15.8172 13.8252 10.5203 -0.23 0.02 0.33
C 11.0778 14.0826 6.7307 0.34 0.78 -0.48
C 6.9984 7.4136 9.8351 -0.20 -0.56 -0.77
C 8.0234 10.7005 13.5717 -0.03 0.87 0.63
C 10.5832 15.1760 7.4426 -0.08 0.16 0.18
C 11.3699 6.2076 9.0793 0.38 -0.04 0.40
C 10.8695 8.2312 13.8518 -0.16 0.56 0.10
C 9.6443 15.0048 8.4713 0.41 -0.28 -0.62
C 12.4357 11.5399 12.6526 -0.43 -0.39 0.27
C 7.8090 9.6550 8.4399 -0.74 -1.79 1.14
C 13.7286 14.9599 10.3082 -0.16 0.86 -0.17
C 9.9933 9.1510 13.2439 -0.70 -1.22 -0.32
C 8.6128 8.1153 11.6185 1.41 -0.56 0.78
C 7.9504 8.3026 10.3250 -0.28 1.00 -1.40
C 10.4401 7.4468 7.0720 -0.48 -0.22 0.21
H 9.3907 7.3791 7.3805 0.14 0.09 0.25
H 9.3440 11.1930 15.9380 -0.08 -0.49 -0.33
H 11.5934 5.3348 8.4652 0.06 -0.01 -0.18
H 13.1564 15.9043 10.3499 0.22 -0.68 0.06
H 8.1131 11.1618 12.5991 0.06 0.07 -0.40
H 15.8712 11.7455 9.9985 -0.45 0.09 0.01
H 5.7819 6.9435 8.0698 0.13 0.19 0.29
H 12.0365 13.7414 9.7957 -0.19 -0.05 -0.41
H 7.7943 14.4775 10.0758 -0.18 -0.27 0.29
H 11.1130 9.7431 16.8983 0.05 0.04 -0.04
H 6.3334 9.1254 6.9592 0.28 0.03 -0.09
H 10.5305 8.3058 6.4139 0.11 0.31 0.08
H 11.8305 14.2491 5.9446 -0.47 0.00 0.26
H 12.3305 11.3871 13.7431 -0.05 0.06 -0.72
H 8.4602 12.9181 10.6697 -0.28 0.05 -0.25
H 10.4038 6.0303 9.5570 -0.11 0.28 -0.13
H 11.7017 7.1204 12.1885 -0.02 0.27 -0.25
H 10.3705 11.0556 5.6669 -0.27 0.18 0.13
H 7.2593 12.9635 9.3178 0.33 -0.03 0.21
H 10.4635 6.2529 13.0367 0.05 0.33 0.26
H 11.7879 10.9396 6.7038 -0.23 0.28 0.07
H 13.6164 7.5870 8.3426 -0.03 0.13 0.27
H 13.2421 12.2324 12.3980 -0.38 -0.09 -0.04
H 7.1790 9.9977 13.5307 0.36 -0.01 0.06
H 12.0046 7.8385 15.6104 -0.05 0.02 0.05
H 12.1175 6.2337 9.8937 -0.23 0.09 -0.34
H 12.0875 6.4895 13.7579 -0.06 -0.15 0.14
H 15.5596 15.9287 10.9610 -0.07 -0.11 -0.13
H 6.7350 6.5106 10.4158 0.32 0.77 -0.33
H 12.9549 8.5517 7.0629 -0.23 0.27 0.06
H 13.0025 6.8227 6.9201 -0.28 -0.39 -0.17
H 7.7804 11.4971 14.3034 -0.19 -0.33 -0.45
H 10.6253 6.5706 6.4582 0.21 -0.28 -0.07
H 10.9119 16.1771 7.1461 -0.08 -0.29 0.27
H 11.7608 12.0975 5.3746 0.25 -0.16 -0.41
H 9.2477 15.8974 8.9813 0.04 -0.62 -0.19
```
Positions in Å, forces in eV/Å.

## Properties
Largest force on an atom = 2.25 eV/Å
Spin multiplicity = 1
E_HOMO = -5.8 eV
Energy above the lowest of the compared OMol25 structures with the same formula, charge and spin = 0.000 eV
Frontier orbital gap = 8.1 eV
Net charge = -1

Table of electronic energy (eV), in record order: -1050410.137; -169239.240